Entry A
Computed, not measured: a single C4H7NS molecule, with ωB97M-V with the def2-TZVPD basis set.

Geometry as XYZ:
```
13
Properties=species:S:1:pos:R:3
C 2.3824 0.4426 -0.0339
C 1.7338 -0.7533 -0.0010
N 0.3844 -1.0631 0.0178
C -0.7218 -0.2601 -0.0162
C -2.0124 -1.0151 -0.0080
S -0.7430 1.3936 0.0065
H 3.4690 0.4002 -0.0065
H 1.9461 1.4365 0.0302
H 2.3660 -1.6252 0.1176
H 0.2164 -2.0498 -0.0224
H -2.6340 -0.7497 -0.8513
H -1.9168 -2.0982 -0.0189
H -2.5424 -0.6541 0.8771
```

Values from the calculation:
**SMILES**: C=CNC(C)=S
**Spin multiplicity**: 1
**Charge**: 0
**Kohn-Sham gap**: 8.8392 eV

---

Entry B
Computed, not measured: a single C4H7NS molecule, with ωB97M-V with the def2-TZVPD basis set.

Geometry as XYZ:
```
13
Properties=species:S:1:pos:R:3
C 0.5877 1.3340 -0.3499
C 0.6132 -0.0254 0.2171
C 2.2268 -0.5758 0.0910
N 3.1634 -1.2322 0.1043
C -0.2021 -1.0299 -0.5255
S -2.0117 -0.9932 0.1396
H 1.3213 1.2981 -1.1962
H -0.2716 1.7938 -0.7982
H 1.1132 1.9196 0.3440
H 0.5045 -0.2708 1.3401
H 0.0940 -2.0044 -0.3480
H -0.3773 -0.7280 -1.5224
H -2.7369 -0.7512 -1.0728
```

Values from the calculation:
**SMILES**: C[C@H](C#N)CS
**Spin multiplicity**: 1
**Charge**: 0
**Kohn-Sham gap**: 10.2039 eV

---

Name the most stable of them. entry A.